Below is C33H26BrN7O5RhSe as an isolated structure at a distorted geometry, with properties calculated with the ωB97M-V functional and the def2-TZVPD basis.

Its charge is -1. The value obtained for the molar mass is 862.385 g mol⁻¹. The calculated total energy comes out at -7118.52676 Eh. The gap between HOMO and LUMO (alpha / beta) comes out at 4.5 / 4.5 eV. Its HOMO energy (alpha / beta) is -3.5 / -3.5 eV.

Each line ends with the Löwdin charge.
Positions of all 74 atoms, in Å:
Rh -0.47373 0.25469 2.20403  0.838
Br -0.19244 -0.22828 -7.21396  0.669
C 0.47273 1.10275 -6.02276  -0.704
C 1.18362 0.71604 -4.89438  -0.132
C 1.70692 1.67845 -4.06901  -0.021
C 1.53645 3.05362 -4.35361  -0.327
C 0.78604 3.41173 -5.49331  -0.041
C 0.26011 2.44538 -6.31588  -0.153
N 2.03771 4.03945 -3.58621  0.018
N 2.67020 3.84638 -2.49424  0.055
C 2.32620 3.22241 -1.38413  -0.277
C 3.32198 2.93072 -0.42227  -0.003
C 3.07028 2.16117 0.68010  -0.005
C 1.78833 1.61135 0.94868  -0.324
O 1.57311 0.86534 1.96346  -0.102
C 0.73677 1.97664 0.03156  -0.137
N -0.50054 1.52474 0.30437  0.058
C -1.52276 1.88945 -0.43535  -0.135
C -1.39980 2.78499 -1.49150  -0.017
C -0.14251 3.25507 -1.80898  0.010
C 0.96887 2.82290 -1.08354  -0.071
H 1.31773 -0.32889 -4.65685  0.101
H 2.26074 1.38285 -3.19159  0.109
H 0.61567 4.45705 -5.70073  0.103
H -0.32168 2.71866 -7.18538  0.092
H 4.31907 3.30273 -0.60925  0.111
H 3.86315 1.93496 1.37849  0.111
H -2.48893 1.48984 -0.15752  0.070
H -2.27351 3.12070 -2.02881  0.107
H -0.02858 3.98377 -2.59730  0.109
C -3.09702 -1.50037 -0.93114  -0.026
N -2.80368 -2.37985 0.16617  -0.099
C -2.42540 -3.68660 0.05301  -0.046
C -1.99276 -4.09821 1.26878  -0.037
N -2.11833 -3.04152 2.12574  -0.118
C -1.65681 -2.93806 3.47897  -0.049
C -2.59413 -1.98589 1.43482  -0.681
Se -2.92046 -0.32024 2.17127  0.745
H -3.37848 -2.09091 -1.79956  0.099
H -2.19165 -0.93169 -1.17328  0.077
H -3.90337 -0.82001 -0.65769  0.078
H -2.47027 -4.20415 -0.88151  0.128
H -1.60255 -5.04265 1.58097  0.127
H -1.23594 -3.88626 3.80095  0.093
H -2.48500 -2.65522 4.13257  0.085
H -0.89240 -2.14104 3.53078  0.068
O -0.04370 -1.41159 -1.18073  0.024
C 0.25537 -1.91250 -0.10126  -0.616
O 0.01144 -1.44340 1.04813  -0.183
C 0.88946 -3.29819 -0.03591  -0.111
C 1.72318 -3.62663 1.03135  0.002
C 2.23594 -4.90930 1.15466  -0.061
C 1.90886 -5.88343 0.23413  -0.005
C 1.05829 -5.56268 -0.82490  -0.162
C 0.56667 -4.26534 -0.97185  0.048
N 0.67318 -6.57625 -1.73827  -0.345
O 1.23851 -7.67136 -1.67184  0.055
O -0.22607 -6.32572 -2.54319  0.061
H 1.96963 -2.86670 1.75978  0.125
H 2.88517 -5.15526 1.98368  0.105
H 2.29235 -6.89070 0.31296  0.114
H -0.06455 -4.02133 -1.81260  0.125
N -0.65186 1.29242 3.65173  -0.140
C -0.61354 2.52528 4.07815  -0.426
C -0.67527 3.64316 3.19425  -0.063
C -0.64347 4.92603 3.67841  -0.136
C -0.55822 5.17390 5.04535  -0.162
C -0.50171 4.10204 5.92988  -0.146
C -0.53060 2.80818 5.47221  -0.076
H -0.74969 3.44171 2.13471  0.079
H -0.68903 5.75683 2.98719  0.091
H -0.54344 6.18691 5.41840  0.073
H -0.43605 4.28838 6.99526  0.088
H -0.48380 1.97156 6.15537  0.089